C3HCl4F | the ωB97M-V functional and the def2-TZVPD basis

Values from the calculation:
Total charge = 0
2S+1 = 1
Relative energy (zero: lowest compared OMol25 entry of this formula, charge and spin) = 4.5 kcal per mole
Max |F| = 2.46 eV/Å
Structure (SMILES) = F[C@@]1(Cl)[C@@H](Cl)C1(Cl)Cl
E_HOMO = -10.40 eV

```
9
Properties=species:S:1:pos:R:3:nbo_charge:R:1
Cl 1.78 -0.92 1.23 0.04
Cl -2.34 -0.16 0.26 0.05
Cl 0.06 -2.24 -0.71 0.06
Cl 1.30 1.91 -0.58 0.07
F -0.48 0.81 1.65 -0.30
C 0.20 0.63 -0.70 -0.31
C 0.46 -0.73 0.03 -0.14
C -0.70 0.20 0.49 0.27
H -0.28 0.50 -1.67 0.25
```


C3HCoLiO4 | the ωB97M-V functional and the def2-TZVPD basis

Values from the calculation:
Total charge = +4
2S+1 = 6
Max |F| = 7.98 eV/Å
E_HOMO (spin up / spin down) = -28.63 / -30.80 eV

```
10
Properties=species:S:1:pos:R:3:nbo_charge:R:1
Co 0.48 2.10 0.11 1.77
O 1.99 0.71 -0.04 -0.71
O -2.97 -0.12 0.09 -0.23
O 0.33 -0.81 -0.05 -0.33
O 2.46 -1.46 -0.01 0.22
C 1.68 -0.59 -0.19 1.01
C -0.50 0.23 0.03 -0.19
C -1.83 -0.06 0.07 0.84
Li -5.17 -0.61 -0.05 1.00
H 2.94 0.76 0.24 0.63
```


C3HF2N2O4S | the ωB97M-V functional and the def2-TZVPD basis

Values from the calculation:
Total charge = -1
2S+1 = 1
Max |F| = 5.07 eV/Å
Structure (SMILES) = O=C=NC(=O)N[S@](=O)([O-])=C(F)F
E_HOMO = -4.44 eV

```
13
Properties=species:S:1:pos:R:3:nbo_charge:R:1
S 0.24 -0.02 -1.27 2.13
F -2.15 -0.96 -1.80 -0.41
F -2.09 0.56 -0.24 -0.42
O 1.16 -1.07 -1.06 -0.97
O 0.64 -2.62 1.26 -0.49
O 0.43 0.77 -2.47 -0.96
O 0.37 1.84 2.07 -0.59
N 0.57 1.10 0.01 -0.87
N 0.74 -0.38 1.77 -0.65
C -1.40 -0.61 -0.64 0.07
C 0.50 0.91 1.36 0.81
C 0.60 -1.48 1.30 0.94
H 0.38 1.96 -0.28 0.39
```


C3HF2NO | the ωB97M-V functional and the def2-TZVPD basis

Values from the calculation:
Total charge = 0
2S+1 = 1
Relative energy (zero: lowest compared OMol25 entry of this formula, charge and spin) = 36.3 kcal per mole
Max |F| = 6.27 eV/Å
E_HOMO = -10.07 eV

```
8
Properties=species:S:1:pos:R:3:nbo_charge:R:1
F 0.12 0.31 1.75 -0.30
F -1.13 -1.23 0.80 -0.30
O 2.16 -0.04 -0.27 -0.43
N -1.50 1.75 -0.75 -0.20
C -0.45 -0.10 0.59 0.54
C -1.04 0.86 -0.21 0.13
C 1.13 -0.55 -0.50 0.43
H 0.71 -0.99 -1.42 0.15
```


C3HF3O | the ωB97M-V functional and the def2-TZVPD basis

Values from the calculation:
Total charge = 0
2S+1 = 1
Relative energy (zero: lowest compared OMol25 entry of this formula, charge and spin) = 30.0 kcal per mole
Max |F| = 4.08 eV/Å
E_HOMO = -10.34 eV

```
8
Properties=species:S:1:pos:R:3:nbo_charge:R:1
F 0.90 1.75 0.95 -0.29
F 1.58 1.40 -1.07 -0.30
F 0.16 -0.68 1.43 -0.33
O -2.09 -1.11 -0.55 -0.51
C 1.13 0.80 0.05 0.66
C 0.71 -0.40 0.21 0.05
C -3.01 -0.46 -0.67 0.51
H 0.62 -1.29 -0.36 0.21
```


C3HF5OS | the ωB97M-V functional and the def2-TZVPD basis

Values from the calculation:
Total charge = 0
2S+1 = 1
Max |F| = 4.09 eV/Å
E_HOMO = -9.40 eV

```
11
Properties=species:S:1:pos:R:3:nbo_charge:R:1
S 0.78 0.80 -0.85 -0.01
F -3.82 1.41 0.41 -0.29
F -4.49 -0.57 -0.05 -0.32
F -1.19 1.97 0.35 -0.33
F -3.36 0.54 -1.49 -0.30
F -0.01 0.63 1.69 -0.34
O -2.10 -1.59 0.54 -0.43
C -3.47 0.30 -0.21 0.88
C -0.50 0.86 0.42 0.50
C -2.17 -0.46 0.26 0.47
H 1.68 0.21 0.03 0.17
```


C3HF7P2 | the ωB97M-V functional and the def2-TZVPD basis

Values from the calculation:
Total charge = 0
2S+1 = 1
Relative energy (zero: lowest compared OMol25 entry of this formula, charge and spin) = 102.9 kcal per mole
Max |F| = 5.35 eV/Å
E_HOMO (spin up / spin down) = -10.74 / -8.71 eV

```
13
Properties=species:S:1:pos:R:3:nbo_charge:R:1
P 1.18 1.37 -1.45 1.49
P -2.14 1.92 -1.07 1.46
F -3.13 1.78 0.21 -0.57
F 0.19 2.71 1.83 -0.30
F 1.60 1.52 0.78 -0.37
F 0.25 0.58 2.10 -0.31
F -3.22 1.47 -2.24 -0.57
F 1.04 0.84 -3.01 -0.59
F 2.46 0.51 -1.10 -0.57
C -1.30 0.43 -0.80 -0.34
C 1.01 1.69 2.04 1.01
C -0.06 0.08 -0.86 -0.60
H 0.46 -0.88 -0.41 0.27
```


C3HFN2O2 | the ωB97M-V functional and the def2-TZVPD basis

Values from the calculation:
Total charge = 0
2S+1 = 1
Relative energy (zero: lowest compared OMol25 entry of this formula, charge and spin) = 50.6 kcal per mole
Max |F| = 6.98 eV/Å
Structure (SMILES) = O=c1nc(F)cno1
E_HOMO = -11.01 eV

```
9
Properties=species:S:1:pos:R:3:nbo_charge:R:1
F -2.23 -0.86 -0.20 -0.26
O 1.48 0.82 -0.43 -0.30
O 2.35 -1.26 0.12 -0.51
N 0.09 -1.32 -0.10 -0.47
N 0.35 1.46 0.04 -0.04
C 1.30 -0.60 -0.11 0.79
C -0.75 0.87 0.09 -0.10
C -0.96 -0.57 -0.06 0.65
H -1.61 1.45 0.64 0.23
```


C3HFO3Pb | the ωB97M-V functional and the def2-TZVPD basis

Values from the calculation:
Total charge = 0
2S+1 = 1
Relative energy (zero: lowest compared OMol25 entry of this formula, charge and spin) = 17.0 kcal per mole
Max |F| = 5.40 eV/Å
E_HOMO = -9.26 eV

```
9
Properties=species:S:1:pos:R:3:mulliken_charge:R:1
Pb -1.43 1.95 1.13 1.02
F -1.65 3.78 0.71 -0.52
O 0.06 -2.41 -1.85 -0.54
O 1.14 -1.42 -0.13 -0.31
O -0.64 -0.47 -0.92 -0.32
C 0.18 -1.51 -1.06 0.69
C -0.20 0.36 0.15 -0.19
C 0.89 -0.28 0.62 -0.20
H 1.64 0.00 1.34 0.36
```


C3HGdLiO4 | the ωB97M-V functional and the def2-TZVPD basis

Values from the calculation:
Total charge = +3
2S+1 = 8
Relative energy (zero: lowest compared OMol25 entry of this formula, charge and spin) = 21.0 kcal per mole
Max |F| = 7.49 eV/Å
E_HOMO (spin up / spin down) = -20.38 / -23.16 eV

```
10
Properties=species:S:1:pos:R:3:mulliken_charge:R:1
Gd 0.96 -1.85 -0.67 2.15
O 0.74 2.18 -2.27 -0.35
O -0.39 0.76 0.69 -0.07
O -0.24 -1.42 1.14 -0.85
O -1.37 -0.16 2.40 -0.32
C 0.47 1.43 -1.39 0.92
C 0.27 0.49 -0.52 -0.93
C -0.40 -0.23 1.55 0.99
Li 0.23 3.16 -3.80 0.98
H -1.60 -1.21 2.42 0.48
```


C3HIN2O | the ωB97M-V functional and the def2-TZVPD basis

Values from the calculation:
Total charge = 0
2S+1 = 3
Relative energy (zero: lowest compared OMol25 entry of this formula, charge and spin) = 76.6 kcal per mole
Max |F| = 7.26 eV/Å
E_HOMO (spin up / spin down) = -4.66 / -9.85 eV

```
8
Properties=species:S:1:pos:R:3:mulliken_charge:R:1
I -2.57 0.01 0.35 0.27
O 2.21 -3.03 0.73 -0.19
N 0.96 0.43 -0.58 -0.44
N 3.86 1.69 1.26 -0.43
C 1.90 0.64 0.03 0.13
C 2.66 -2.08 0.34 0.15
C 2.97 1.20 0.70 0.36
H -2.62 0.43 -1.28 0.15
```


C3HInO2 | the ωB97M-V functional and the def2-TZVPD basis

Values from the calculation:
Total charge = +3
2S+1 = 2
Relative energy (zero: lowest compared OMol25 entry of this formula, charge and spin) = 67.6 kcal per mole
Max |F| = 7.40 eV/Å
E_HOMO (spin up / spin down) = -25.17 / -25.17 eV

```
7
Properties=species:S:1:pos:R:3:mulliken_charge:R:1
In 1.96 -0.96 1.08 1.59
O -1.44 1.42 1.13 -0.10
O 0.39 0.05 1.10 -0.24
C -4.04 -0.40 0.96 0.45
C -3.08 0.32 0.99 -0.12
C -0.32 1.00 1.14 0.96
H -4.94 -1.00 0.95 0.46
```


C3HLiNaO4 | the ωB97M-V functional and the def2-TZVPD basis

Values from the calculation:
Total charge = +2
2S+1 = 2
Max |F| = 7.78 eV/Å
E_HOMO (spin up / spin down) = -18.04 / -18.42 eV

```
10
Properties=species:S:1:pos:R:3:nbo_charge:R:1
Na -1.41 -2.09 0.26 0.98
O 2.79 -1.35 0.19 -0.56
O -1.68 2.18 -0.09 -0.57
O 0.13 0.95 -0.14 -0.39
O -1.97 0.15 -0.01 -0.72
C 1.83 -0.69 0.18 0.64
C 0.59 -0.25 0.11 0.04
C -1.22 1.05 -0.44 1.00
Li 4.42 -2.44 0.48 0.99
H -2.58 1.65 0.43 0.57
```


C3HLiO4Sc | the ωB97M-V functional and the def2-TZVPD basis

Values from the calculation:
Total charge = +4
2S+1 = 2
Relative energy (zero: lowest compared OMol25 entry of this formula, charge and spin) = 25.7 kcal per mole
Max |F| = 5.57 eV/Å
E_HOMO (spin up / spin down) = -27.81 / -28.26 eV

```
10
Properties=species:S:1:pos:R:3:nbo_charge:R:1
Sc -0.09 -1.31 -1.91 2.43
O 1.96 -1.21 1.80 -0.25
O -0.38 0.77 0.37 -0.29
O -1.96 2.16 -0.35 -0.20
O -1.29 0.46 -1.65 -0.82
C -1.23 1.26 -0.58 0.92
C 1.19 -0.74 1.09 0.87
C 0.33 -0.33 0.12 -0.28
Li 3.52 -1.76 3.33 1.00
H -2.05 0.71 -2.22 0.63
```


C3HN | the ωB97M-V functional and the def2-TZVPD basis

Values from the calculation:
Total charge = 0
2S+1 = 1
Relative energy (zero: lowest compared OMol25 entry of this formula, charge and spin) = 8.3 kcal per mole
Max |F| = 6.43 eV/Å
Structure (SMILES) = C#CC#N
E_HOMO = -10.93 eV

```
5
Properties=species:S:1:pos:R:3:nbo_charge:R:1
N -2.46 -0.10 0.01 -0.23
C 1.32 -0.09 -0.02 -0.08
C -1.29 0.14 -0.05 0.20
C 0.08 0.13 0.05 -0.14
H 2.36 -0.08 0.01 0.24
```


C3HN2O2 | the ωB97M-V functional and the def2-TZVPD basis

Values from the calculation:
Total charge = -1
2S+1 = 1
Relative energy (zero: lowest compared OMol25 entry of this formula, charge and spin) = 11.8 kcal per mole
Max |F| = 3.31 eV/Å
Structure (SMILES) = [H]/N=C(/C#N)C(=O)[O-]
E_HOMO = -4.84 eV

```
8
Properties=species:S:1:pos:R:3:nbo_charge:R:1
O 0.26 1.88 -0.86 -0.74
O 0.14 1.30 1.34 -0.73
N -1.82 -1.55 1.15 -0.34
N 0.80 -1.00 -0.93 -0.59
C -0.98 -0.97 0.64 0.28
C 0.13 1.11 0.11 0.70
C 0.01 -0.40 -0.16 0.07
H 1.47 -0.38 -1.29 0.35
```


C3HN2O2 | the ωB97M-V functional and the def2-TZVPD basis

Values from the calculation:
Total charge = +1
2S+1 = 1
Relative energy (zero: lowest compared OMol25 entry of this formula, charge and spin) = 165.6 kcal per mole
Max |F| = 6.61 eV/Å
E_HOMO (spin up / spin down) = -14.60 / -14.23 eV

```
8
Properties=species:S:1:pos:R:3:nbo_charge:R:1
O -3.64 0.93 0.04 -0.38
O 0.55 -1.14 0.07 -0.50
N 2.61 0.10 0.05 -0.40
N -1.33 0.70 0.13 -0.66
C -2.54 0.71 -0.01 0.78
C -0.64 -1.41 0.02 0.70
C 1.59 -0.48 0.03 0.95
H 3.39 0.59 -0.33 0.51
```


C3HN2O5 | the ωB97M-V functional and the def2-TZVPD basis

Values from the calculation:
Total charge = -1
2S+1 = 1
Relative energy (zero: lowest compared OMol25 entry of this formula, charge and spin) = 80.2 kcal per mole
Max |F| = 5.32 eV/Å
Structure (SMILES) = O=C1O/C1=C/ON=[N+]([O-])[O-]
E_HOMO = -4.48 eV

```
11
Properties=species:S:1:pos:R:3:nbo_charge:R:1
O 1.13 -0.30 1.06 -0.38
O -2.44 -0.57 0.14 -0.51
O -1.36 -1.04 -1.95 -0.52
O 2.11 1.31 -1.61 -0.49
O 0.56 1.68 -0.07 -0.60
N 1.44 -0.27 -0.35 -0.19
N 1.41 0.96 -0.69 0.55
C -1.42 -0.67 -0.84 0.78
C -0.15 -0.37 1.41 0.14
C -1.10 -0.50 0.45 0.03
H -0.18 -0.23 2.46 0.19
```


C3HN3O | the ωB97M-V functional and the def2-TZVPD basis

Values from the calculation:
Total charge = 0
2S+1 = 1
Relative energy (zero: lowest compared OMol25 entry of this formula, charge and spin) = 83.3 kcal per mole
Max |F| = 13.32 eV/Å
Structure (SMILES) = N#CC(C#N)=NO
E_HOMO = -10.89 eV

```
8
Properties=species:S:1:pos:R:3:nbo_charge:R:1
O 1.06 1.36 -0.02 -0.55
N 1.91 -1.79 0.12 -0.22
N -0.25 0.86 0.00 0.03
N -2.98 -0.56 0.16 -0.22
C -1.69 -0.68 -0.20 0.24
C 1.05 -1.09 -0.10 0.24
C -0.26 -0.41 -0.21 -0.02
H 1.16 2.30 0.25 0.51
```


C3HN3O | the ωB97M-V functional and the def2-TZVPD basis

Values from the calculation:
Total charge = 0
2S+1 = 1
Relative energy (zero: lowest compared OMol25 entry of this formula, charge and spin) = 99.8 kcal per mole
Max |F| = 2.82 eV/Å
E_HOMO = -10.70 eV

```
8
Properties=species:S:1:pos:R:3:nbo_charge:R:1
O 1.29 -2.65 0.29 -0.37
N -1.13 2.14 -0.81 -0.70
N 2.22 -1.30 0.19 -0.03
N -1.22 -0.20 0.73 -0.19
C 1.02 -1.37 0.40 0.39
C -0.20 -0.65 0.54 0.21
C -0.23 1.47 -1.11 0.27
H -1.75 2.56 -0.23 0.43
```